Density functional theory data (the ωB97M-V functional and the def2-TZVPD basis) for 12 unconnected molecules or ions with the total composition C44H119N7O15 in a non-equilibrium geometry.

Summary:
SMILES string   COC[C@H](C)N.COC[C@H](C)N.COC[C@H](C)N.COC[C@H](C)N.COCCNCCOC.COCCNCCOC.COCCNCCOC.CCO.CCO.CCO.CCO.CCO
ΔE to the lowest compared entry with this formula, charge and spin   49.1 kcal per mole
Maximum force   2.85 eV Å⁻¹
HOMO-LUMO gap   8.9 eV

Last column: Löwdin charge in e.
Cartesian coordinates (Å):
1 C 0.588993 3.607245 -3.521482  -0.109
2 O 1.775871 4.343848 -3.506044  -0.186
3 C 2.008955 4.970816 -2.265779  -0.216
4 C 3.505292 5.085496 -2.019409  -0.445
5 C 4.110374 3.700316 -2.026681  -0.061
6 N 3.736022 5.758224 -0.737909  0.039
7 H 0.413664 3.198919 -4.513163  0.090
8 H -0.283349 4.213572 -3.240226  0.078
9 H 0.635685 2.791914 -2.784749  0.078
10 H 1.478642 5.928501 -2.266556  0.130
11 H 1.666260 4.318238 -1.444802  0.121
12 H 3.963771 5.626735 -2.864160  0.142
13 H 3.798461 3.155557 -2.917254  0.084
14 H 3.625571 3.119853 -1.223637  0.062
15 H 5.186432 3.594851 -1.904503  0.078
16 H 4.733556 5.919415 -0.639036  0.073
17 H 3.330941 6.689579 -0.751641  0.072
18 C -5.839362 -1.391215 -1.513782  -0.115
19 O -6.647045 -0.561227 -2.301442  -0.156
20 C -6.720762 0.712399 -1.743354  -0.260
21 C -7.519739 1.705498 -2.545706  -0.435
22 C -6.807977 1.952102 -3.866391  -0.057
23 N -7.644065 2.928163 -1.727667  0.042
24 H -6.218671 -1.543290 -0.494757  0.089
25 H -4.832079 -0.953871 -1.409785  0.084
26 H -5.704196 -2.348164 -2.013868  0.087
27 H -7.043598 0.656338 -0.685213  0.116
28 H -5.717903 1.160660 -1.579984  0.117
29 H -8.508476 1.301114 -2.801133  0.140
30 H -7.431787 2.517175 -4.563809  0.081
31 H -6.654499 0.979494 -4.338310  0.086
32 H -5.837153 2.429515 -3.734863  0.064
33 H -7.995244 3.650514 -2.352353  0.071
34 H -8.405948 2.780497 -1.071186  0.072
35 C -2.131876 -0.462346 3.628633  -0.100
36 O -1.007759 -1.310566 3.579085  -0.191
37 C 0.178784 -0.593797 3.770368  -0.236
38 C 1.280767 -1.590160 4.104157  -0.412
39 C 2.637766 -0.886252 4.218298  -0.059
40 N 1.415890 -2.617022 3.054132  0.066
41 H -2.104057 0.296657 2.842009  0.063
42 H -2.215160 -0.040080 4.638158  0.098
43 H -3.040826 -1.055905 3.514885  0.088
44 H 0.455349 0.024023 2.903260  0.108
45 H 0.145228 0.072269 4.649645  0.131
46 H 1.059661 -2.099895 5.043073  0.143
47 H 2.943935 -0.586584 3.211792  0.069
48 H 3.368542 -1.616366 4.563447  0.077
49 H 2.572555 -0.049885 4.913338  0.071
50 H 1.517231 -2.147304 2.158787  0.056
51 H 0.555214 -3.153374 3.022502  0.054
52 C -1.016404 7.307432 0.306425  -0.113
53 O -2.071014 6.539244 0.827670  -0.172
54 C -1.922807 5.142725 0.708180  -0.211
55 C -2.021985 4.623371 -0.718278  -0.403
56 C -3.381453 4.915050 -1.334266  -0.038
57 N -1.811540 3.158587 -0.740648  0.067
58 H -0.842040 7.102026 -0.757480  0.074
59 H -0.080218 7.144129 0.853687  0.083
60 H -1.328248 8.346520 0.390518  0.086
61 H -0.934512 4.831230 1.090288  0.121
62 H -2.687388 4.707538 1.352297  0.101
63 H -1.255553 5.096271 -1.339173  0.102
64 H -4.138753 4.721676 -0.559780  0.072
65 H -3.650754 4.293988 -2.187637  0.070
66 H -3.519544 5.959899 -1.614996  0.081
67 H -0.964464 2.977587 -0.210065  0.038
68 H -2.600167 2.786626 -0.216323  -0.004
69 C 4.706548 0.901792 0.387269  -0.102
70 O 5.490412 0.017752 1.141880  -0.216
71 C 5.921085 0.571169 2.364918  -0.218
72 C 6.677865 -0.488961 3.126073  -0.225
73 N 7.776181 -0.984436 2.345172  -0.055
74 C 8.611899 -1.967479 3.005745  -0.202
75 C 9.997801 -2.022612 2.389199  -0.245
76 O 9.942241 -2.745170 1.188421  -0.183
77 C 11.107595 -3.470625 0.913336  -0.126
78 H 3.878619 1.380741 0.926443  0.061
79 H 4.348731 0.424573 -0.520697  0.101
80 H 5.305933 1.778197 0.093085  0.087
81 H 5.080206 0.963742 2.951589  0.113
82 H 6.602474 1.414833 2.180685  0.132
83 H 5.978550 -1.307104 3.391806  0.120
84 H 7.004952 -0.069017 4.081215  0.124
85 H 7.554087 -1.254797 1.398065  0.114
86 H 8.208367 -2.988760 2.991902  0.127
87 H 8.706717 -1.594852 4.030412  0.118
88 H 10.701443 -2.471785 3.105983  0.118
89 H 10.359139 -0.999461 2.220670  0.125
90 H 11.228886 -4.282051 1.649939  0.089
91 H 12.023774 -2.870621 0.972038  0.087
92 H 11.026056 -3.923763 -0.070615  0.086
93 C -0.825312 -5.462771 0.999391  -0.113
94 O -1.931030 -5.268069 0.154881  -0.188
95 C -1.653410 -4.439574 -0.955455  -0.220
96 C -2.468035 -3.167825 -0.961849  -0.186
97 N -2.215058 -2.299880 0.171638  -0.030
98 C -0.951017 -1.600922 0.220003  -0.187
99 C -1.073471 -0.148827 -0.242791  -0.206
100 O 0.101280 0.368593 -0.839152  -0.194
101 C 0.916650 1.133831 0.024732  -0.105
102 H -1.079372 -6.169309 1.791295  0.091
103 H -0.472341 -4.543958 1.486141  0.078
104 H 0.029544 -5.891194 0.459167  0.090
105 H -1.781290 -5.002105 -1.893881  0.116
106 H -0.583475 -4.198399 -1.064120  0.115
107 H -3.537790 -3.411592 -0.958781  0.113
108 H -2.344186 -2.652371 -1.920265  0.104
109 H -2.623430 -2.637793 1.028152  0.071
110 H -0.159550 -2.090542 -0.364427  0.119
111 H -0.677875 -1.631816 1.276719  0.088
112 H -1.357870 0.411483 0.663090  0.101
113 H -1.857163 0.049612 -0.974239  0.097
114 H 0.368938 1.948911 0.514353  0.068
115 H 1.645751 1.618085 -0.626102  0.077
116 H 1.365397 0.446543 0.749375  0.078
117 C -4.356891 1.965295 -8.093413  -0.124
118 O -4.229610 1.397504 -6.822067  -0.175
119 C -3.610540 2.262353 -5.915001  -0.260
120 C -3.065970 1.588404 -4.675202  -0.213
121 N -2.162125 0.499756 -5.036885  -0.040
122 C -1.515459 -0.113918 -3.872586  -0.207
123 C -1.010219 -1.480973 -4.207412  -0.233
124 O -2.104079 -2.369373 -4.249582  -0.210
125 C -1.722750 -3.660718 -4.650865  -0.114
126 H -4.961423 1.298435 -8.711126  0.087
127 H -3.393734 2.088221 -8.603020  0.091
128 H -4.888179 2.926051 -8.065426  0.089
129 H -4.251462 3.106780 -5.610175  0.119
130 H -2.743475 2.747902 -6.396171  0.123
131 H -3.894902 1.250932 -4.029787  0.106
132 H -2.533042 2.368700 -4.123008  0.115
133 H -2.772111 -0.205235 -5.447227  0.108
134 H -2.185509 -0.164221 -3.003968  0.103
135 H -0.694844 0.563296 -3.622741  0.115
136 H -0.289066 -1.791444 -3.432618  0.125
137 H -0.487838 -1.493709 -5.174133  0.130
138 H -2.614399 -4.277134 -4.719783  0.092
139 H -0.993091 -4.093275 -3.955955  0.079
140 H -1.262404 -3.607596 -5.647960  0.092
141 C 1.713797 -6.346273 4.434237  -0.083
142 C 2.902366 -6.914826 3.702047  -0.304
143 O 3.940440 -7.206788 4.657772  -0.087
144 H 0.982015 -6.015551 3.690131  0.057
145 H 1.989969 -5.460568 5.003855  0.072
146 H 1.300860 -7.105767 5.093822  0.075
147 H 3.287558 -6.231739 2.946892  0.079
148 H 2.651753 -7.859610 3.212958  0.109
149 H 4.756180 -6.765797 4.411715  0.074
150 C -5.518675 -5.171278 1.607129  -0.086
151 C -4.819019 -4.440490 2.727958  -0.288
152 O -3.550466 -3.912760 2.302028  -0.111
153 H -5.677235 -4.513514 0.748610  0.070
154 H -6.484144 -5.548050 1.950216  0.076
155 H -4.940172 -6.024278 1.247802  0.078
156 H -4.602830 -5.183790 3.505574  0.110
157 H -5.403994 -3.623770 3.137209  0.110
158 H -3.139041 -4.591832 1.750042  0.043
159 C -4.985705 1.412367 1.597385  -0.040
160 C -4.203191 2.317742 0.644918  -0.294
161 O -3.265542 3.134570 1.347505  -0.136
162 H -4.354141 0.793929 2.231613  0.057
163 H -5.648632 0.743508 1.044479  0.054
164 H -5.651469 2.082585 2.144146  0.087
165 H -4.907482 2.936818 0.089805  0.109
166 H -3.673174 1.710361 -0.104388  0.099
167 H -2.764030 2.538683 1.913957  0.102
168 C 2.185756 2.792442 3.263256  -0.079
169 C 1.864546 4.244866 3.619003  -0.304
170 O 1.576319 4.999732 2.448375  -0.093
171 H 2.601351 2.260939 4.122101  0.064
172 H 2.856578 2.619176 2.425307  0.054
173 H 1.184120 2.412129 3.042826  0.060
174 H 2.705324 4.708346 4.147508  0.110
175 H 0.980530 4.286124 4.250825  0.111
176 H 2.394110 5.341713 2.076435  0.070
177 C 3.677156 -4.491527 0.792653  -0.094
178 C 4.027686 -3.176740 0.107892  -0.325
179 O 5.302317 -2.694896 0.493132  -0.080
180 H 4.385387 -5.254622 0.464027  0.077
181 H 2.703967 -4.799158 0.393226  0.066
182 H 3.653577 -4.416876 1.875886  0.049
183 H 3.260635 -2.409072 0.274773  0.098
184 H 4.015066 -3.364921 -0.974013  0.108
185 H 5.206223 -1.825130 0.905715  0.034

Atoms 1-2, force components in eV/Å:
-0.66 -0.27 0.51
0.49 0.21 -0.28